# 1
Below is a cluster of 14 separate species, C28H85F3N13O15 in total at a distorted geometry, with properties calculated with ωB97M-V/def2-TZVPD.

## Properties
2S+1 = 1
net charge = -1
Kohn-Sham gap = 0.2212 hartree

Cartesian coordinates (Å):
C (1.43848, -1.23439, -0.26239)
O (0.42558, -2.08417, -0.75475)
O (2.65992, -1.92261, -0.41399)
C (1.27138, 0.22616, -0.86974)
F (2.07224, 1.08422, -0.35452)
F (1.35503, 0.26927, -2.24260)
F (0.04825, 0.75700, -0.60056)
C (-0.39843, -2.97131, 0.02222)
C (-1.31243, -3.61744, -1.06002)
H (-1.48423, -4.65073, -0.75852)
H (-2.21954, -3.01746, -1.13266)
H (-0.74870, -3.70632, -1.98867)
H (-0.97266, -2.47049, 0.80167)
H (0.19552, -3.74612, 0.50698)
H (1.34558, -1.24041, 0.82362)
C (-4.33657, -9.29539, -4.26263)
O (-4.63896, -9.89225, -3.21862)
N (-4.59653, -9.53250, -5.49717)
N (-3.57593, -8.20322, -4.24625)
H (-4.97515, -10.44856, -5.69098)
H (-4.48986, -8.80682, -6.19152)
H (-3.26514, -7.76142, -3.39283)
H (-3.49355, -7.69812, -5.11698)
C (1.93996, -4.30983, -5.55897)
O (2.06611, -5.08942, -6.49393)
N (1.10656, -3.38975, -5.59571)
N (2.52070, -4.50484, -4.39943)
H (1.04391, -2.71470, -4.84704)
H (0.51187, -3.23619, -6.39750)
H (2.21428, -4.09249, -3.52984)
H (3.17159, -5.27637, -4.36502)
C (6.48110, 0.32931, -4.20695)
O (7.38977, 0.25635, -5.03994)
N (6.37907, 1.19253, -3.26539)
N (5.56690, -0.55821, -4.09860)
H (7.11938, 1.85733, -3.09197)
H (5.47420, 1.29278, -2.82807)
H (4.92173, -0.52706, -3.32214)
H (5.54514, -1.26184, -4.82284)
C (8.72916, -4.53021, -1.53196)
O (9.64010, -5.26272, -1.25566)
N (7.52778, -4.63378, -0.99102)
N (8.90826, -3.53021, -2.35651)
H (6.79098, -3.94412, -0.95108)
H (7.39442, -5.48780, -0.46855)
H (9.83178, -3.52724, -2.76542)
H (8.22520, -2.82209, -2.58478)
C (-2.71850, 4.59813, -4.63951)
C (-1.31644, 4.97896, -5.14382)
C (-0.15272, 5.24233, -4.18365)
O (1.01803, 5.51396, -4.97490)
C (2.17539, 5.69247, -4.23891)
N (-0.92268, 3.84085, -5.96573)
H (-2.74300, 3.72687, -3.98498)
H (-3.28756, 4.46626, -5.55977)
H (-3.28383, 5.38547, -4.14092)
H (-1.52927, 5.83624, -5.78249)
H (0.04679, 4.38873, -3.53584)
H (-0.51446, 6.10242, -3.62019)
H (2.99367, 5.36775, -4.88161)
H (2.13773, 5.06416, -3.34902)
H (2.41695, 6.69995, -3.90018)
H (0.06329, 4.04821, -6.03628)
H (-0.97664, 3.12998, -5.25029)
C (-0.65803, 10.64333, 0.62481)
C (-1.07808, 9.25143, 0.13850)
C (-0.30961, 8.07588, 0.78927)
O (1.04471, 8.26326, 0.42481)
C (1.85201, 7.23750, 0.94827)
N (-2.50284, 9.16282, 0.24107)
H (0.42308, 10.74239, 0.52739)
H (-1.00025, 10.81734, 1.64496)
H (-1.06182, 11.51351, 0.10726)
H (-0.81983, 9.22117, -0.92004)
H (-0.66896, 7.10445, 0.44974)
H (-0.37842, 8.01882, 1.87559)
H (1.35767, 6.28936, 1.15985)
H (2.52271, 7.52277, 1.75875)
H (2.50656, 6.91479, 0.13862)
H (-2.74097, 9.13846, 1.22229)
H (-2.93680, 10.03440, -0.02749)
C (-6.56242, -4.14061, 2.80228)
C (-6.01468, -5.56515, 2.94458)
C (-6.82724, -6.21049, 4.11838)
O (-6.48902, -5.67669, 5.42101)
C (-7.36744, -6.22331, 6.33303)
N (-6.16208, -6.29707, 1.69762)
H (-6.34456, -3.43330, 3.60250)
H (-7.62016, -4.19768, 2.54530)
H (-6.18912, -3.67445, 1.89045)
H (-4.98083, -5.55640, 3.28978)
H (-6.62255, -7.27867, 4.04629)
H (-7.89587, -6.13921, 3.91575)
H (-7.15204, -7.25091, 6.62584)
H (-8.39418, -6.20494, 5.96755)
H (-7.26658, -5.51559, 7.15586)
H (-5.67430, -7.12812, 2.00018)
H (-5.49377, -5.86676, 1.07449)
C (6.14424, 2.08331, 3.35139)
C (6.47567, 0.81055, 3.97077)
C (5.30910, 0.23504, 4.78636)
O (4.95955, 1.23910, 5.80674)
C (4.13277, 0.90361, 6.84743)
N (6.88959, -0.17529, 2.94812)
H (6.17072, 2.88396, 4.09055)
H (5.15214, 2.05961, 2.90053)
H (6.80268, 2.29800, 2.50969)
H (7.31478, 1.09565, 4.60537)
H (5.40686, -0.77851, 5.17526)
H (4.48166, 0.11822, 4.08649)
H (3.15350, 0.52660, 6.55248)
H (3.99326, 1.81247, 7.43276)
H (4.55427, 0.13103, 7.49052)
H (7.41391, 0.38102, 2.28803)
H (6.16766, -0.54392, 2.34562)
C (-2.40133, 3.22372, 3.48732)
C (-3.91699, 3.21479, 3.10501)
C (-4.49486, 4.61375, 3.01751)
O (-5.76544, 4.70138, 2.49562)
C (-6.35153, 5.98760, 2.75614)
N (-4.17419, 2.39641, 1.96482)
H (-1.73453, 3.61255, 2.71770)
H (-2.08361, 2.18468, 3.57416)
H (-2.20963, 3.76150, 4.41584)
H (-4.32843, 2.76496, 4.00860)
H (-3.97836, 5.26676, 2.31401)
H (-4.42983, 5.08692, 3.99729)
H (-5.65621, 6.71645, 2.33973)
H (-6.57105, 6.21583, 3.79912)
H (-7.19429, 6.25269, 2.11770)
H (-3.71186, 2.97269, 1.27616)
H (-5.15499, 2.44806, 1.72930)
O (-2.72024, -0.12058, -4.29897)
H (-3.50376, -0.50599, -4.69113)
H (-3.02562, 0.25690, -3.47406)
O (-0.04233, -7.18586, 3.90221)
H (0.83450, -6.95800, 3.59322)
H (-0.53346, -7.38495, 3.10510)
O (3.93262, -4.52951, 2.81792)
H (3.86204, -3.99012, 2.03033)
H (4.49585, -4.02485, 3.40473)
O (-0.03164, -8.36403, 0.43959)
H (-0.90409, -8.69880, 0.23223)
H (0.56570, -8.93614, -0.04219)

***

# 2
Below is a cluster of 14 separate species, C28H85IO19P2Si in total at a distorted geometry, with properties calculated with ωB97M-V/def2-TZVPD.

## Properties
2S+1 = 1
net charge = 0
relative energy (zero: lowest compared OMol25 entry of this formula, charge and spin) = 391.32 kJ/mol
Kohn-Sham gap = 0.2899 hartree

Cartesian coordinates (Å):
C (-2.05060, 3.68918, 2.02145)
C (-2.26790, 4.72690, 0.83021)
C (-1.26178, 4.50192, -0.40614)
C (-1.19924, 2.99179, -0.92106)
C (-2.63093, 2.33876, -1.21737)
C (-2.57972, 0.76561, -0.88528)
C (-3.91617, 0.19310, -0.22876)
C (-3.71086, -0.57359, 1.15028)
C (-2.49980, -1.60565, 1.16513)
C (-1.20068, -1.10240, 1.93304)
C (0.06526, -2.05212, 1.82707)
O (0.48896, -2.43524, 0.49385)
C (0.36108, -1.46986, -0.47255)
O (0.58447, -0.26095, -0.40541)
P (-0.13977, -2.09874, -2.20933)
O (0.67857, -3.37274, -2.43134)
O (-1.76809, -2.50603, -2.32164)
O (0.19437, -0.95772, -3.40637)
P (-0.43599, -3.73010, 2.64447)
O (1.08734, -4.54851, 2.77393)
I (-1.46149, -3.40200, 4.84287)
Si (1.65168, -1.32910, 2.71951)
C (3.21692, -1.75973, 1.69138)
C (1.86107, -1.89556, 4.52223)
C (1.57987, 0.60617, 2.76807)
H (-1.25543, 2.90539, 1.80427)
H (-1.71135, 4.21067, 2.97745)
H (-3.01439, 3.10541, 2.19755)
H (-3.31461, 4.65440, 0.38135)
H (-2.09526, 5.79672, 1.16917)
H (-0.21870, 4.75369, -0.00228)
H (-1.48065, 5.17249, -1.28977)
H (-0.59404, 2.41008, -0.14755)
H (-0.53990, 3.00252, -1.85807)
H (-2.84349, 2.52162, -2.32611)
H (-3.47550, 2.79225, -0.61988)
H (-2.27480, 0.14836, -1.80221)
H (-1.74403, 0.63515, -0.13548)
H (-4.61802, 1.07829, -0.04275)
H (-4.45172, -0.43046, -1.02422)
H (-4.66099, -1.19507, 1.30646)
H (-3.69537, 0.14345, 2.04259)
H (-2.85360, -2.56501, 1.67560)
H (-2.25024, -1.87613, 0.09559)
H (-0.86060, -0.05137, 1.63015)
H (-1.50947, -0.97610, 3.02912)
H (-2.24826, -1.94848, -2.96323)
H (-0.55780, -0.32093, -3.37604)
H (1.24663, -4.81990, 3.70088)
H (4.05700, -2.01981, 2.40377)
H (3.53285, -0.85215, 1.07630)
H (3.04265, -2.59470, 0.94165)
H (2.78858, -1.33861, 4.93485)
H (2.10516, -3.00047, 4.65648)
H (1.00935, -1.59837, 5.22082)
H (1.34802, 1.03101, 1.74503)
H (2.60511, 0.99139, 3.08238)
H (0.79755, 0.99266, 3.49582)
C (1.98243, -3.45034, -5.77738)
O (0.62883, -3.86148, -5.69419)
H (2.22909, -3.25431, -6.82104)
H (2.12526, -2.53697, -5.19292)
H (2.62948, -4.24360, -5.39444)
H (0.44511, -4.02669, -4.75979)
C (-4.89359, 1.53462, -4.72139)
O (-4.25069, 0.76763, -3.70885)
H (-5.11179, 2.52674, -4.32750)
H (-4.23271, 1.62551, -5.58643)
H (-5.82752, 1.04805, -5.01419)
H (-4.06966, -0.10158, -4.08286)
C (-1.70333, -1.90990, 9.14714)
O (-2.11391, -1.44621, 7.86799)
H (-1.95024, -1.15183, 9.88970)
H (-2.22720, -2.83778, 9.39124)
H (-0.62348, -2.08002, 9.15078)
H (-1.88561, -2.13188, 7.22888)
C (4.45262, 0.40857, -2.06051)
O (3.66243, -0.41602, -1.21418)
H (5.32897, -0.15497, -2.38002)
H (3.87199, 0.70167, -2.93912)
H (4.77551, 1.29851, -1.51426)
H (2.89430, 0.10421, -0.94521)
C (5.74302, -0.59047, 6.33896)
O (4.38388, -0.99419, 6.44675)
H (5.97492, -0.41809, 5.28842)
H (5.90043, 0.33436, 6.89994)
H (6.39496, -1.37656, 6.72815)
H (4.20387, -1.14079, 7.38192)
C (2.17066, -7.55628, 5.08574)
O (2.92965, -6.36824, 5.27473)
H (1.53527, -7.71137, 5.95706)
H (1.54479, -7.45422, 4.19513)
H (2.84213, -8.41091, 4.97253)
H (3.48076, -6.25594, 4.49118)
C (6.98453, -3.28848, 0.15922)
O (6.24300, -2.34553, 0.92003)
H (7.90212, -3.52815, 0.69631)
H (6.39662, -4.20020, 0.02405)
H (7.23790, -2.86192, -0.81530)
H (5.43716, -2.15007, 0.42517)
C (-4.65544, 8.29686, 0.44496)
O (-3.34763, 7.75728, 0.57940)
H (-5.38008, 7.49302, 0.57061)
H (-4.82354, 9.05730, 1.21197)
H (-4.77435, 8.73788, -0.54814)
H (-2.72593, 8.48471, 0.46470)
C (4.72763, -3.82213, -3.04540)
O (3.93210, -4.66802, -2.22898)
H (5.61497, -4.37021, -3.36260)
H (4.15673, -3.51744, -3.92567)
H (5.03214, -2.93954, -2.47516)
H (3.15388, -4.16029, -1.96262)
C (-5.60022, -4.44518, 6.33794)
O (-4.28831, -4.97890, 6.45110)
H (-6.31900, -5.25261, 6.47358)
H (-5.75999, -3.68683, 7.10878)
H (-5.73667, -4.00355, 5.34718)
H (-3.67164, -4.24795, 6.32775)
C (-1.28182, 1.96951, -5.84047)
O (-2.19577, 2.55356, -6.76107)
H (-1.77967, 1.85024, -4.87687)
H (-0.96594, 0.98893, -6.20938)
H (-0.41376, 2.62180, -5.72133)
H (-1.73240, 2.64687, -7.60012)
C (1.97820, 5.29256, -5.89663)
O (0.65462, 4.86241, -5.61268)
H (2.67686, 4.66504, -5.34376)
H (2.17750, 5.19764, -6.96745)
H (2.10426, 6.33283, -5.58623)
H (0.05732, 5.43250, -6.11247)
C (-1.68891, 7.01635, -8.93022)
O (-1.04860, 6.23866, -7.92660)
H (-1.90041, 8.00486, -8.52471)
H (-1.03167, 7.11544, -9.79762)
H (-2.62663, 6.53966, -9.22574)
H (-0.87105, 5.37046, -8.30545)

***

What is the 2S+1 in the second record?
1

***

The lowest Kohn-Sham gap belongs to which entry?
C28H85F3N13O15

***

net charge of number 2 (C28H85IO19P2Si)?
0

***

Which formula does entry 1 have?
C28H85F3N13O15